Entry 1:
ORCA calculation (ωB97M-V with the def2-TZVPD basis set) on a cluster of 2 separate species, C4H11NO2S in total.

Its molar mass is 137.204 g mol⁻¹. For the frontier orbital gap, the calculation gives 0.364 Ha. Its spin multiplicity is 1.

Geometry as XYZ:
```
19
Properties=species:S:1:pos:R:3:forces:R:3:lowdin_charge:R:1
O -0.6619 -0.2689 -2.2401 0.2488 0.0350 0.1461 -0.054
S 0.1169 2.1146 3.1209 0.2198 -0.0788 -0.2663 0.712
C 0.5391 1.6907 1.3889 -0.4100 0.2086 0.0824 -0.553
N 1.0159 -0.1497 -0.2063 -0.1781 -0.0725 0.2306 0.105
C -1.3281 -2.3066 -3.2449 0.0297 -0.1399 -0.0004 -0.011
H -0.2113 -0.3326 1.4859 -0.2455 0.0803 -0.1489 0.123
H -0.6254 -2.5276 -4.0481 -0.0448 -0.0248 -0.0888 0.083
H 1.9947 -0.0269 -0.4125 0.2411 0.2772 -0.1489 0.143
H 0.3999 0.2674 -0.9595 0.0821 0.0477 0.1631 0.110
C 0.6878 0.2037 1.1975 -0.0904 -0.4059 -0.3160 -0.262
H 1.4663 -0.1959 1.8311 0.3201 -0.0472 0.1791 0.114
H -0.2274 2.0803 0.7143 0.0384 -0.0104 0.1784 0.085
H -1.7043 -3.2418 -2.8488 0.0827 -0.1990 0.1017 0.074
C -0.5955 -1.5217 -2.1888 -0.4295 0.2491 -0.0329 -0.680
H 1.4599 2.1976 1.1452 0.3504 0.1768 -0.0698 0.062
O 0.0359 -2.1839 -1.3085 0.3498 -0.0296 0.2440 -0.052
H -2.1552 -1.7300 -3.6313 -0.0954 0.2120 -0.2045 0.072
H -1.1210 2.5284 2.8676 -0.2181 0.0160 0.0160 -0.153
H 0.7275 -1.1897 -0.5111 -0.2510 -0.2946 -0.0650 0.082
```
Forces are in eV/Å.

Entry 2:
ORCA calculation (ωB97M-V with the def2-TZVPD basis set) on an isolated molecule of C6H8Br2N2 in a non-equilibrium geometry.

Its molar mass is 267.952 g mol⁻¹. For the frontier orbital gap (alpha / beta), the calculation gives 0.279 / 0.279 Ha. Its spin multiplicity is 1.

Geometry as XYZ:
```
18
Properties=species:S:1:pos:R:3:forces:R:3:lowdin_charge:R:1
N 1.3016 -0.4144 -1.4159 0.0717 1.3379 3.1349 -0.073
H 3.0620 -0.1777 -0.3635 -0.0314 0.8523 0.0125 0.070
C 0.6853 0.3581 0.9156 1.0276 -0.4148 0.7474 -0.108
C -1.6302 0.9950 1.3357 -1.1302 -1.7932 -0.9029 -0.132
H -1.2798 -0.3895 -1.6597 -1.4156 -3.0963 -2.8860 0.046
H 1.0261 -0.9988 -2.1858 -0.4004 -0.0063 0.0646 0.123
H -0.8106 1.1578 -1.4822 -0.3189 0.6949 0.3739 0.145
Br -0.0869 -2.3905 0.2975 -0.1450 0.2401 -0.0079 0.297
H 1.7492 0.0704 1.1026 -1.1826 0.7958 0.8889 0.112
H 2.6598 -1.6862 -0.6597 -0.2378 -4.2587 1.5119 0.003
C 0.3358 -0.1636 -0.3734 -0.7628 -1.5917 -2.5607 -0.514
C -2.0557 0.3922 0.1853 1.2908 2.0704 -0.5014 -0.670
N 2.5675 -0.8048 -0.9523 0.1455 3.3444 -2.5477 0.014
Br -3.8302 0.3840 -0.4077 -0.1266 -0.0509 0.1814 0.777
H -2.2206 1.3886 2.1350 -1.0857 0.0117 -0.1373 0.105
C -0.2887 0.8436 1.7537 1.8041 -0.2586 -3.1010 -0.065
H -0.1716 1.2014 2.7133 1.1794 0.4241 1.9345 0.089
C -1.0132 0.2346 -0.9386 1.3179 1.6991 3.7948 -0.220
```
Forces are in eV/Å.

Entry 3:
ORCA calculation (ωB97M-V with the def2-TZVPD basis set) on an isolated molecule of C5H9N in a non-equilibrium geometry.

Its molar mass is 83.134 g mol⁻¹. For the frontier orbital gap, the calculation gives 0.366 Ha. Its spin multiplicity is 1.

Geometry as XYZ:
```
15
Properties=species:S:1:pos:R:3:forces:R:3:lowdin_charge:R:1
H 0.6315 0.7168 -1.4641 -0.5712 -0.9307 2.2312 0.175
H -1.3879 -2.0403 0.6570 1.8844 1.7787 -1.7673 0.132
C -1.6119 0.1273 -0.1321 1.9094 0.8887 3.6644 -0.156
C -0.7937 -1.2802 -0.1005 -1.1530 -2.0009 -0.5985 -0.176
H -2.0336 0.1719 -1.1181 -1.1277 0.5853 0.1237 0.072
C 0.6162 -0.8116 0.3864 -0.1121 2.9011 -0.4556 -0.198
C 0.7091 0.5829 -0.2635 -0.7083 0.0466 -4.0823 -0.437
C -0.5111 1.3508 0.1742 -0.9570 -1.5899 2.9694 -0.171
N 1.9300 -0.1153 -0.1674 2.6527 0.7529 2.5900 0.024
H -2.0952 0.4330 0.9570 -0.6392 -1.9431 -3.5241 0.139
H 2.7916 0.3269 0.4944 -3.2247 -2.2311 -1.2317 0.170
H -0.7975 2.2545 -0.3332 0.2540 0.3795 -0.2788 0.079
H 0.4635 -0.5113 1.4166 0.4431 -0.3900 0.3696 0.105
H -0.7142 1.4581 1.3389 1.2364 0.4178 -2.2595 0.117
H -0.8199 -1.8183 -1.1631 0.1132 1.3352 2.2496 0.125
```
Forces are in eV/Å.

Entry 4:
ORCA calculation (ωB97M-V with the def2-TZVPD basis set) on a cluster of 2 separate species, C4H12 in total in a non-equilibrium geometry.

Its molar mass is 60.140 g mol⁻¹. For the frontier orbital gap (alpha / beta), the calculation gives 0.453 / 0.135 Ha. Its spin multiplicity is 2. As for the charge: +1. As for the expectation value of S²: 0.75.

Geometry as XYZ:
```
16
Properties=species:S:1:pos:R:3:forces:R:3:mulliken_spin:R:1
H -1.9090 0.7682 0.3534 -0.1803 0.1871 -0.3822 -0.002
H -0.5256 -0.3381 0.4726 -0.0985 0.0881 0.2459 0.028
C -2.3490 -1.3712 0.0715 -0.0318 0.6771 -0.3156 0.023
H 2.0446 0.6064 1.1249 -0.3386 -0.1083 0.0488 0.230
H 0.8223 1.7925 -0.5619 -0.0752 -0.1332 -0.4655 0.035
H -1.7248 -0.1765 1.7875 0.2442 -0.1976 -0.0196 0.013
H 3.2398 -0.0099 -0.0038 0.3884 -0.2417 -0.1099 0.001
C -1.6114 -0.2109 0.6996 0.3914 -0.0192 0.0420 0.041
H -3.4212 -1.1474 0.1319 -0.0123 -0.4957 0.2862 0.025
H 1.6609 0.8361 -1.8174 -0.1712 0.0848 -0.2916 0.205
C 1.7976 1.3485 -0.8085 0.3666 0.5031 1.2338 0.122
H 2.6183 2.0599 -0.8859 -0.2060 0.2086 -0.5360 0.008
C 2.1943 0.2410 0.0337 0.1395 -0.3812 -0.2294 0.187
H -2.0273 -2.2907 0.5434 -0.4372 -0.2653 0.0714 -0.001
H -2.1782 -1.4599 -1.0054 0.1744 0.0288 -0.0057 0.014
H 1.5184 -0.6378 0.0784 -0.1534 0.0648 0.4274 0.070
```
Forces are in eV/Å.

Entry 5:
ORCA calculation (ωB97M-V with the def2-TZVPD basis set) on a cluster of 2 separate species, C9H7IO in total in a non-equilibrium geometry.

Its molar mass is 258.058 g mol⁻¹. For the frontier orbital gap (alpha / beta), the calculation gives 0.192 / 0.307 Ha. Its spin multiplicity is 1.

Geometry as XYZ:
```
18
Properties=species:S:1:pos:R:3:forces:R:3:lowdin_charge:R:1
I -2.6666 -0.8924 -0.2613 0.5485 -0.5912 0.2910 0.766
H -0.5072 2.6727 1.7082 0.4189 -1.6234 -2.2776 0.146
H -2.0730 -4.1202 1.3902 0.4199 1.2596 -0.2971 0.076
C -1.2104 -2.2635 0.4367 -1.3246 0.7971 -0.1671 -0.630
C -1.2756 -3.3918 1.0899 0.1065 -0.9095 -0.4253 -0.172
C 1.5016 -1.0972 -0.0292 0.1130 -2.6194 0.6311 -0.093
H 1.5052 0.0473 -2.0971 -0.3322 1.1642 -0.7721 0.122
C -0.1445 2.7308 -0.5180 1.3297 -1.6365 -0.3474 -0.080
O 1.9961 -2.1629 0.0380 -0.2847 1.7196 -0.1256 0.176
C 0.9722 0.7254 -1.4235 0.1105 -0.1800 0.7140 -0.030
H -0.2736 -3.7947 1.1381 0.3876 -0.4170 0.4706 0.037
C 0.4682 2.0144 -1.5635 0.4086 -1.6940 0.2535 -0.096
H 0.6475 2.4443 -2.5122 -0.1637 0.7251 -0.8473 0.089
C 0.9276 0.1200 -0.1356 -0.2919 -0.1972 -0.6485 -0.296
C 0.2504 0.7525 0.9115 0.1549 1.8900 1.0249 -0.122
C -0.2006 2.0483 0.7410 -0.5947 2.5186 1.2732 -0.102
H -0.2568 3.7561 -0.8408 -0.7409 0.2601 1.1558 0.094
H 0.3395 0.4111 1.9276 -0.2653 -0.4661 0.0938 0.115
```
Forces are in eV/Å.

Entry 6:
ORCA calculation (ωB97M-V with the def2-TZVPD basis set) on a cluster of 3 separate species, C32H57Cl2N3O9PS in total in a non-equilibrium geometry.

Its molar mass is 761.767 g mol⁻¹. For the frontier orbital gap, the calculation gives 0.305 Ha. Its spin multiplicity is 1. As for the charge: +1.

Geometry as XYZ:
```
105
Properties=species:S:1:pos:R:3:forces:R:3:lowdin_charge:R:1
H 1.5989 2.7565 1.7364 -0.1737 -0.5045 1.2654 0.094
H -0.6991 -4.5908 -9.9993 0.0901 -0.0566 -0.2298 0.125
H -1.9395 -1.1425 -3.3096 0.0048 0.9828 -0.8870 0.111
H -1.7815 0.3081 -5.8936 1.0952 -0.4097 0.7535 0.122
C -3.9646 -3.3288 7.4321 -0.2676 -0.3798 0.3130 -0.147
H -3.0970 -0.0942 1.8852 0.2478 1.0322 0.4827 0.111
H 4.1857 0.3257 -1.1344 -0.2709 -0.6366 0.7925 0.126
H 1.7983 -1.1397 2.4698 -0.8791 0.3465 0.4396 0.101
H 0.1358 4.2748 1.6226 -0.0806 -0.7977 -0.3529 0.052
O 2.8910 4.2454 3.9444 -0.7016 -0.6581 0.2648 0.084
S -0.0033 -1.2029 -5.3563 -1.9604 -3.1928 -2.9448 0.383
O -1.8694 4.3973 2.8424 0.9630 -1.1780 -0.9075 -0.371
H -0.1178 -3.0494 -10.6630 0.0321 -0.0303 -0.0054 0.128
C 0.1574 4.3585 -3.1284 -0.2021 0.5656 0.8442 -0.555
H -4.9092 -3.8358 7.2389 -0.0285 0.2707 -0.0476 0.130
C 1.0841 2.6405 3.9248 1.2059 0.2110 0.9452 -0.087
H -3.9256 -3.0445 8.4865 0.0045 0.0493 -0.0667 0.133
H -2.3645 1.8955 -2.9992 0.2417 -0.7576 0.9606 0.117
H 0.9293 -4.6270 -8.2729 -0.0312 0.0444 -0.0519 0.124
H -5.0913 0.3294 3.7275 1.2384 0.2507 0.3051 0.092
H -1.0825 -3.4373 5.8636 0.1574 0.2863 0.1113 0.124
C 1.9558 -0.5290 4.5737 -0.0821 -1.0651 -0.5078 -0.098
H -0.7201 -2.9950 -0.0380 0.5680 1.4641 -0.1346 0.076
C -0.3261 -1.9579 0.0202 -0.0481 -1.4153 0.3129 0.155
C 2.0245 0.7252 -0.0053 1.2315 -0.3489 -0.6754 -0.174
C -2.6121 -1.9588 6.2096 0.4213 0.2856 0.1749 -0.467
C -2.1474 -0.1341 -3.7830 -0.1787 -0.1988 1.3471 -0.205
H -2.4401 2.2297 -0.1442 1.1748 -0.0557 0.9493 0.133
N 3.3726 2.4401 5.3068 -0.4082 -0.1065 -0.3746 0.087
H -1.1661 -2.7924 7.5349 0.0675 0.0750 -0.1113 0.138
C -0.5483 0.8592 -2.0639 -1.1152 0.0893 -0.5508 -0.129
C -2.7735 -4.1650 7.0156 0.1845 -0.4199 0.0372 -0.155
C -3.9708 0.3867 3.8377 0.2783 -0.4442 -1.0525 -0.055
O 0.0833 -1.3266 -6.8162 0.8088 1.8285 2.0194 -0.362
H -1.8566 4.2431 0.5102 0.5794 -1.1065 0.2046 0.060
H -0.5044 0.3777 3.9798 0.4113 -0.0731 -1.2774 0.106
C 0.9848 -3.7450 -8.9173 -0.0930 0.2384 0.4786 -0.163
H 6.0336 -1.3780 -0.4902 -0.8900 0.2719 0.6209 0.084
C -0.5082 3.9040 -1.7646 0.8220 0.6365 -0.1450 -0.269
O -3.8846 -2.1360 6.6336 0.3632 0.2639 -0.3397 0.040
H 1.0046 5.0609 -2.8751 -0.8016 -0.9601 -0.4159 0.091
H 1.3528 2.6894 -1.7161 -0.9318 -0.1546 0.6877 0.122
C -1.7437 -3.1067 6.6630 -0.2408 -0.4525 -0.1222 -0.074
C 0.4638 2.8664 -1.0512 -0.3505 0.6889 1.4012 -0.154
H 2.5558 1.6916 0.2010 -0.8084 -0.6044 -0.0163 0.137
H 0.6358 -2.8873 -8.3428 -0.0191 -0.1443 -0.1250 0.080
H 1.3304 -0.0826 5.3897 0.7380 -0.1953 -0.7547 0.078
H 2.0127 0.6243 -1.1384 -0.4034 0.1815 1.1780 0.129
H 3.1380 -3.9610 -8.7406 0.1969 0.1445 -0.2528 0.126
H 3.5204 -1.3626 -1.2645 0.1437 0.8097 0.4969 0.124
H 0.0151 1.4548 -2.8436 -0.4431 -0.6492 1.0997 0.092
H -1.9711 1.9421 3.6436 0.2882 0.0004 -0.3940 0.136
C 2.3984 -3.5913 -9.4483 -0.3977 -0.1800 0.3736 -0.078
C 0.2462 -0.9224 0.2510 -1.1479 2.4958 0.3712 -0.058
P -1.1801 3.7557 1.6798 -1.2386 3.9441 2.0194 0.863
H -3.2122 -0.2145 -4.1541 1.2739 0.2936 0.1887 0.128
C 1.3171 1.9808 2.5142 -0.1543 1.2285 -0.5514 -0.126
H 2.6179 -2.5595 -9.7307 0.1211 -0.0636 -0.0130 0.133
H 0.8806 3.4050 -0.1439 -0.3082 -0.7420 -0.9636 0.083
Cl 1.8351 -0.8158 -4.5011 -0.6003 0.2407 -0.1982 0.367
H -3.6496 1.0304 4.6948 -0.5233 -0.4531 -0.7932 0.086
C 0.5342 0.6020 0.4710 0.9782 -1.2341 -1.8793 -0.209
O -0.4892 -2.4764 -4.8326 0.6547 2.0702 1.0803 -0.356
H -0.5899 1.1619 -4.8568 -0.2835 -0.9990 0.0514 0.097
H -2.8074 0.5172 -1.8130 0.6390 0.6082 -0.5214 0.112
O 3.3173 -4.8379 -11.3042 -0.4827 -0.1436 -0.0414 0.123
H 2.3878 -1.4943 4.9769 -0.3910 1.1164 -0.3364 0.086
C 0.0963 1.1622 1.9099 2.8897 -2.2975 1.9287 -0.248
C 2.5066 3.1869 4.3967 0.3768 1.0759 -0.6268 -0.438
H -3.0220 -4.7465 6.1238 -0.0110 0.0188 0.0820 0.123
H 4.8203 -2.2221 0.5934 0.5254 1.0207 -0.3345 0.085
N -1.2360 1.9056 1.7334 1.6116 1.4483 -1.9889 -0.220
H -3.5692 -0.6387 4.0286 -0.6227 1.1501 -0.0126 0.052
H 0.7436 1.9507 4.7360 0.1561 0.2918 -1.0339 0.103
C 2.3644 -4.4452 -10.6935 0.6605 0.1198 -0.3124 -0.484
H 0.6360 -1.9454 3.5742 0.2901 1.1650 -0.4581 0.116
C 3.9069 -0.5901 -0.5403 1.1317 -1.1327 -0.1294 -0.253
O 2.8914 -0.3343 0.4514 -0.3217 0.9214 -0.5050 -0.186
H -1.9873 0.5867 0.1112 0.4633 0.9864 1.1679 0.130
H -0.9686 -0.6451 2.5905 0.9131 0.7130 0.3879 0.114
C -3.3420 0.8548 2.4397 -2.0381 -0.9021 0.5217 -0.219
H -1.5681 3.5606 -1.8716 1.0462 0.1061 -0.1730 0.088
C -2.0654 0.9042 -2.5562 0.5202 -1.0433 -1.6269 -0.159
H 0.5443 3.5016 -3.7363 -0.5718 0.8342 0.3516 0.071
C 1.0813 -0.9385 3.3075 0.4516 -0.4990 0.7568 -0.203
H 2.2604 1.3624 2.5968 -1.4691 0.0636 -0.3337 0.132
Cl -1.0188 5.3897 -4.0885 0.6848 -0.8479 0.4481 0.515
O -2.2445 -0.9929 5.5905 -0.0645 -0.2740 0.3641 0.068
H 5.4167 -0.5599 1.0629 0.0077 -0.6671 -0.8725 0.079
C -1.5816 1.6326 0.2863 -1.6338 -1.9972 -3.1787 -0.119
H -0.2044 -0.1974 -2.2104 -0.1991 0.8319 0.7329 0.104
H -4.1799 1.3487 1.8619 1.1062 -0.2264 0.4093 0.121
H -2.4442 -4.8599 7.7877 -0.0881 0.0639 -0.0075 0.123
C -1.1542 0.2006 -4.9585 -0.9722 0.2151 -0.1229 -0.230
H 0.4125 3.5397 3.9371 0.5527 -0.7747 -0.2259 0.103
C 5.1579 -1.2225 0.1933 -1.0509 0.1335 0.1258 -0.067
H 4.1376 2.0538 4.7327 -0.4894 0.0357 0.3620 0.093
N -2.2399 1.7728 2.6814 -1.4362 -1.2207 -0.3304 -0.048
O 1.0769 -4.6821 -11.0642 0.2578 -0.0643 0.0261 0.028
C -0.1278 0.0101 2.9784 -1.1086 -1.0194 -0.2715 -0.132
C -0.2664 1.4915 -0.6406 -0.1350 0.9154 1.0336 -0.264
H -0.5497 4.8421 -1.1310 -0.0654 -1.0136 -0.7414 0.099
H 3.8433 3.0947 5.9485 -0.3999 -0.1028 -0.5765 0.098
C 0.1871 -3.9830 -10.1819 -0.3102 0.0469 0.0858 -0.160
H 2.8341 0.0949 4.2745 -0.9452 -0.2781 0.5490 0.049
```
Forces are in eV/Å.